--- a ---
CH7N5 | the ωB97M-V functional and the def2-TZVPD basis

Geometry as ORCA input:
```
! wB97M-V def2-TZVPD RIJCOSX def2/J DEFGRID3
* xyz 2 1
N -0.4176 0.8304 -0.1986
N 1.9400 0.3345 0.2122
N -1.1050 -0.2608 -0.0208
N -2.4033 -0.3052 0.1728
N 2.2619 -0.9676 -0.0460
C 0.9340 1.0738 0.0486
H -2.9943 0.5187 0.0651
H 1.1467 2.1383 0.1495
H 1.8754 -1.4966 -0.8223
H -0.6001 -1.1524 0.0855
H 3.1924 -1.2115 0.2930
H -2.8615 -1.1984 0.3438
H -0.9687 1.6966 -0.2828
*
```

Results
Molecular weight, Da: 89.10

---

--- b ---
CH7N5 | the ωB97M-V functional and the def2-TZVPD basis

Geometry as ORCA input:
```
! wB97M-V def2-TZVPD RIJCOSX def2/J DEFGRID3
* xyz 2 1
N 2.3120 0.4975 -0.1216
N -0.3004 0.8588 -0.0803
N -0.9551 -0.2244 -0.0574
N -2.2753 -0.1743 -0.1346
N 2.5699 -0.6990 0.0717
C 1.0043 1.0957 0.0344
H -0.6270 -1.1228 -0.3805
H -1.0058 1.7157 0.2500
H -2.8817 -0.9508 -0.0135
H -2.8431 0.5455 0.2858
H 3.6441 -0.8649 0.1967
H 1.9409 -1.4456 0.2413
H 1.2215 2.2246 0.1910
*
```

Results
Molecular weight, Da: 89.10

---

Relative energies in eV: a 0.000; b 1.270

---

--- a ---
C3H6FI | the ωB97M-V functional and the def2-TZVPD basis

Geometry as ORCA input:
```
! wB97M-V def2-TZVPD RIJCOSX def2/J DEFGRID3
* xyz 0 1
I -1.6566 1.0548 1.5501
F -1.5272 -0.7259 -1.7286
C 0.1469 -0.9856 0.6671
C 0.0840 0.4969 0.5357
C 0.8440 1.2179 -0.2719
H 1.2588 -1.2257 0.7993
H 1.7270 0.7285 -0.8553
H -0.4195 -1.5393 -0.0677
H -0.9048 -0.0410 -1.9212
H -0.2664 -1.2567 1.6214
H 0.7137 2.2763 -0.3288
*
```

Results
Molecular weight, Da: 187.98

---

--- b ---
C3H6FI | the ωB97M-V functional and the def2-TZVPD basis

Geometry as ORCA input:
```
! wB97M-V def2-TZVPD RIJCOSX def2/J DEFGRID3
* xyz 0 1
I -2.0604 1.6598 -1.2557
F -1.9450 -0.0843 1.1011
C -0.7793 0.4592 -0.0920
C -0.6015 -0.8498 -0.8632
C 0.2576 1.1098 0.7360
H -1.5070 -1.0954 -1.3304
H 0.6045 0.2938 1.4161
H 0.2673 -0.7981 -1.3401
H 1.1099 1.1822 0.2004
H -0.2880 1.9217 1.1571
H -0.3666 -1.6249 -0.0773
*
```

Results
Molecular weight, Da: 187.98

---

Relative energies in eV: a 0.000; b 0.645

---

--- a ---
FH2O2P | the ωB97M-V functional and the def2-TZVPD basis

Geometry as ORCA input:
```
! wB97M-V def2-TZVPD RIJCOSX def2/J DEFGRID3
* xyz 0 1
P -1.8731 -0.2754 0.0794
F 2.8286 -0.7685 0.0940
O -1.5990 1.3343 -0.0870
O -0.5784 -0.8494 0.1069
H -0.7327 1.7605 -0.0410
H 1.9545 -1.2015 -0.1524
*
```

Results
Molecular weight, Da: 83.99
Structure (SMILES): O=PO.F

---

--- b ---
FH2O2P | the ωB97M-V functional and the def2-TZVPD basis

Geometry as ORCA input:
```
! wB97M-V def2-TZVPD RIJCOSX def2/J DEFGRID3
* xyz 0 1
P -0.0507 0.1001 0.5137
F 0.0682 -0.4442 -2.0129
O 0.7558 0.0640 -0.8969
O 0.9007 0.6183 1.4751
H -0.5001 -1.2015 0.6811
H -1.1740 0.8634 0.2400
*
```

Results
Molecular weight, Da: 83.99
Structure (SMILES): O=[PH2]OF

---

Relative energies in eV: a 0.000; b 4.029

---

--- a ---
C4H3NS | the ωB97M-V functional and the def2-TZVPD basis

Geometry as ORCA input:
```
! wB97M-V def2-TZVPD RIJCOSX def2/J DEFGRID3
* xyz 0 1
S -0.5671 2.3143 -0.3355
N -1.1448 0.1021 0.3639
C 0.0040 0.7068 -0.0003
C -2.4398 -1.9620 -0.0144
C 1.2969 0.0237 -0.0323
C -2.0112 -0.7827 0.0589
H 1.9942 0.5709 0.5636
H 1.0778 -0.9154 0.4578
H 1.7900 -0.0577 -1.0618
*
```

Results
Molecular weight, Da: 97.14

---

--- b ---
C4H3NS | the ωB97M-V functional and the def2-TZVPD basis

Geometry as ORCA input:
```
! wB97M-V def2-TZVPD RIJCOSX def2/J DEFGRID3
* xyz 0 1
S -0.3677 0.9783 -1.4893
N 0.7506 -2.1662 -0.1831
C -0.0894 0.7710 1.1887
C 0.0964 -0.1131 2.1995
C 0.2744 -1.0912 -0.2224
C -0.1043 0.2100 -0.0850
H -0.5618 1.6943 1.4030
H 0.3245 -1.0990 1.9742
H -0.1966 0.2566 3.2496
*
```

Results
Molecular weight, Da: 97.14
Structure (SMILES): C=CC(=S)C#N

---

Relative energies in eV: a 4.368; b 0.000

---

--- a ---
C2HNO2 | the ωB97M-V functional and the def2-TZVPD basis

Geometry as ORCA input:
```
! wB97M-V def2-TZVPD RIJCOSX def2/J DEFGRID3
* xyz 0 1
O 0.1166 -1.6530 0.0220
O -1.8339 0.9620 -0.1992
N 0.0866 -0.4845 0.1688
C -0.9903 0.2158 0.0967
C 0.7838 0.5996 0.0419
H 1.8372 0.3600 -0.1302
*
```

Results
Molecular weight, Da: 71.03
Structure (SMILES): O=c1c[n+]1[O-]

---

--- b ---
C2HNO2 | the ωB97M-V functional and the def2-TZVPD basis

Geometry as ORCA input:
```
! wB97M-V def2-TZVPD RIJCOSX def2/J DEFGRID3
* xyz 0 1
O 2.0671 0.3981 -1.1146
O -1.8497 1.1832 -0.1126
N -1.2786 0.2266 0.1970
C 1.8281 0.2534 -0.0193
C -0.8118 -0.8222 0.3248
H 0.0450 -1.2390 0.7246
*
```

Results
Molecular weight, Da: 71.03

---

Relative energies in eV: a 3.320; b 0.000

---

--- a ---
CH4O2PS | the ωB97M-V functional and the def2-TZVPD basis

Geometry as ORCA input:
```
! wB97M-V def2-TZVPD RIJCOSX def2/J DEFGRID3
* xyz -1 1
S 2.1813 0.2933 0.1910
P -0.9194 0.2231 0.5759
O -2.0307 -0.6177 -0.0083
O -0.9090 1.5473 -0.4619
C 0.4546 -0.8634 0.0419
H 1.5064 1.0080 1.1112
H -1.3978 1.2150 -1.2743
H 0.4703 -1.3170 -0.9925
H 0.6442 -1.4886 0.8169
*
```

Results
Molecular weight, Da: 111.08
Structure (SMILES): [O-]P(O)CS

---

--- b ---
CH4O2PS | the ωB97M-V functional and the def2-TZVPD basis

Geometry as ORCA input:
```
! wB97M-V def2-TZVPD RIJCOSX def2/J DEFGRID3
* xyz -1 1
S 1.4673 1.8625 -0.3910
P -1.3399 -0.1442 -0.3596
O 0.0461 1.8615 0.2810
O -2.5402 -0.1628 0.4699
C 0.1099 -1.1988 0.3655
H -0.0531 -1.4269 1.3423
H 0.9559 -0.7447 -0.0086
H 1.2951 2.2114 -1.5771
H 0.0588 -2.2580 -0.1224
*
```

Results
Molecular weight, Da: 111.08

---

Relative energies in eV: a 0.000; b 1.608

---

--- a ---
CH3BrN2O | the ωB97M-V functional and the def2-TZVPD basis

Geometry as ORCA input:
```
! wB97M-V def2-TZVPD RIJCOSX def2/J DEFGRID3
* xyz 0 1
Br -2.3746 -0.0762 0.0284
O 1.8250 -1.7796 0.1925
N 0.4324 -0.1171 0.2730
N 1.0008 -1.1579 -0.4271
C -0.5834 0.6963 -0.2632
H -0.4893 1.0883 -1.3048
H 0.6837 -0.2217 1.2077
H -0.4946 1.5679 0.2936
*
```

Results
Molecular weight, Da: 138.95
Structure (SMILES): O=NNCBr

---

--- b ---
CH3BrN2O | the ωB97M-V functional and the def2-TZVPD basis

Geometry as ORCA input:
```
! wB97M-V def2-TZVPD RIJCOSX def2/J DEFGRID3
* xyz 0 1
Br 2.4505 -0.0886 0.5710
O 0.0025 0.4845 -0.7565
N -1.8957 1.0475 0.6363
N -1.2001 1.1480 -0.3245
C 0.8486 -0.6132 -0.4185
H 1.1546 -1.0605 -1.3611
H -1.6945 0.4323 1.4404
H 0.3341 -1.3500 0.2130
*
```

Results
Molecular weight, Da: 138.95
Structure (SMILES): [H]/N=N\OCBr

---

Relative energies in eV: a 0.000; b 1.214

---

--- a ---
C5H39NO14 | the ωB97M-V functional and the def2-TZVPD basis

Geometry as ORCA input:
```
! wB97M-V def2-TZVPD RIJCOSX def2/J DEFGRID3
* xyz 0 1
O -1.2612 -2.7752 -3.5000
O 2.0727 0.5877 -3.1036
O -3.5910 -2.6911 1.7225
O -3.1589 -2.0204 -1.6799
O -2.4864 1.1652 -2.7364
O -2.9220 0.6914 0.1315
O 3.4101 1.6999 -1.0327
O 2.0986 -0.0945 3.5138
O 3.7398 -1.2061 -1.9092
O -3.0317 -0.0798 2.4878
O 0.4940 3.6354 -1.6203
O -0.4091 -0.2766 -4.0164
O 3.1504 1.6000 1.6473
O -1.0517 -1.5649 3.9057
N 0.1256 -0.0101 0.4631
C 0.5690 2.0855 1.5995
C 0.4867 -2.3068 -0.4976
C 0.0000 0.8602 1.5744
C 0.5784 3.0647 2.7801
C -0.1872 -1.3948 0.5987
H 3.3048 -1.2184 -1.0882
H 1.1469 -3.0724 -0.0687
H 2.3589 -0.7166 4.1824
H -0.2033 3.0245 3.5177
H 0.3472 0.0099 -3.4715
H -1.2978 -1.5622 0.5037
H 1.1125 3.7077 -0.9024
H -3.7362 -1.7842 2.0288
H -0.8124 -3.3829 -2.9318
H -0.5318 0.5667 2.5010
H -2.4714 -2.2919 -2.2785
H 3.6345 1.9891 2.3797
H -2.7844 0.2889 1.6360
H -1.7322 -1.7998 3.2728
H -0.2098 -0.1985 -4.9443
H 4.6529 -1.4635 -1.8698
H 1.4336 3.1152 3.3899
H -3.4660 0.6640 2.9219
H -0.4016 -2.7290 -0.9867
H -1.8955 0.5569 -3.1931
H -2.1568 2.0488 -2.5916
H 0.2376 2.7091 -1.9029
H 0.5439 4.0189 2.2397
H 3.0885 1.2629 -0.2338
H -0.0767 -1.9053 1.6155
H -3.4765 -2.7025 0.7595
H -2.6870 -0.0120 -0.5348
H -3.1837 1.2938 -0.5822
H 2.2997 1.3182 -2.5121
H -0.8184 -2.0170 -3.8262
H 1.3244 -0.4487 3.0610
H -3.9332 -1.6867 -2.1315
H 4.2543 2.0670 -0.8756
H 0.8468 0.1706 -0.2064
H -0.6927 -2.4447 3.9117
H 2.5222 1.0778 2.2373
H 1.0804 -1.8905 -1.3134
H 1.0067 2.5444 0.7375
H 2.7454 -0.0775 -2.7789
*
```

Results
Molecular weight, Da: 337.36

---

--- b ---
C5H39NO14 | the ωB97M-V functional and the def2-TZVPD basis

Geometry as ORCA input:
```
! wB97M-V def2-TZVPD RIJCOSX def2/J DEFGRID3
* xyz 0 1
O -1.5516 2.1443 -0.2768
O 0.4485 -0.2744 -4.5556
O 1.1313 3.3534 -0.7408
O 0.8746 -5.0729 0.9878
O -4.8067 1.2094 1.6231
O 2.9310 3.1404 1.0233
O 1.8545 1.7367 -3.1083
O 2.2179 -3.9163 -1.7689
O -1.5876 1.0462 2.3907
O -0.8025 2.3929 -3.2658
O -0.8633 -0.9146 -1.6772
O -2.8409 -1.2327 0.7881
O -3.8746 1.1417 -1.4985
O -1.3443 -3.1317 0.5629
N 2.2626 -0.4270 -0.7488
C -0.4519 1.3456 3.1671
C 0.4653 -0.7286 1.8958
C 2.7543 -0.4580 0.6698
C 1.7997 -1.3633 1.5198
C 0.7463 0.6772 2.4678
H 0.4000 3.9793 -0.8416
H -0.5869 -3.5591 0.1138
H 1.0291 2.1515 -3.4213
H 1.0574 1.3779 1.6475
H 2.5472 -3.4915 -2.5684
H -2.0205 -3.8246 0.5856
H -0.4807 1.0101 4.2005
H -1.2221 -1.7746 -1.3619
H 2.1576 -3.1497 -1.1638
H 2.8500 0.5357 1.0925
H 0.2098 -0.9544 -3.9191
H 2.4152 -1.5146 2.4408
H -0.0061 -1.1861 -1.2623
H -2.5117 -2.0246 1.2282
H 0.7576 2.8867 0.0215
H 1.3323 0.0289 -0.7797
H -1.6483 0.0945 2.2558
H -4.5434 1.3536 -0.8352
H 1.2585 -4.4918 1.6451
H -4.4505 1.6316 2.4113
H 1.9920 2.2062 -2.2803
H 1.5687 0.6321 3.1913
H 2.7926 0.3658 -1.1213
H -4.0161 0.7811 1.2697
H 1.4838 -5.3987 0.3159
H -1.1309 1.5458 -3.5832
H -0.0785 -0.6814 0.9261
H -0.0362 -1.4306 2.5308
H -4.2323 0.4926 -2.1048
H -1.9250 1.4747 -0.8700
H 3.7445 -0.9022 0.5876
H -2.5095 -1.3811 -0.1025
H -2.0675 2.0581 0.5347
H 2.6819 3.6202 0.2171
H 1.6979 -2.3350 1.0069
H -0.4024 2.4482 3.1729
H -1.1016 2.5648 -2.3696
H 2.8105 3.7531 1.7502
H 0.8212 0.4396 -4.0163
*
```

Results
Molecular weight, Da: 337.36

---

Relative energies in eV: a 0.978; b 0.000